Record 1
Entry from OMol25: a 2-piece molecular cluster, C6H18N5 overall in a non-equilibrium geometry (ωB97M-V/def2-TZVPD).

Results
Relative energy (zero: lowest compared OMol25 entry of this formula, charge and spin): 414.28 kJ/mol
E_HOMO: -0.4007 hartree
E: -13953.5133 eV

Structure (ORCA input):
```
! wB97M-V def2-TZVPD RIJCOSX def2/J DEFGRID3
* xyz 1 1
C 1.5589 2.1592 -0.8957
C -1.0700 1.9562 -0.9625
C -0.9497 -3.6779 -1.4481
C 0.5947 0.1543 3.1508
C 0.3665 0.2157 0.8360
C 0.3051 1.2553 -1.0267
N -0.5511 -0.8485 0.6311
N -0.2836 -1.7349 -0.2371
N 0.4220 0.3686 -2.0446
N -1.1827 -2.6462 -0.4314
N 0.0497 0.9447 2.0196
H 1.5914 2.7974 -0.1148
H 1.4384 2.9244 -1.6030
H 2.3695 1.5596 -0.9837
H -1.7511 1.2270 -0.4312
H -0.9142 2.7636 -0.4171
H -1.5309 2.2120 -1.8254
H -1.9067 -4.0827 -1.7642
H -0.5073 -3.1220 -2.2579
H -0.3985 -4.5692 -1.0111
H 0.1524 -0.8305 3.1031
H 1.6732 0.2512 3.0544
H 0.2386 0.5919 4.0569
H 1.4106 -0.1049 0.7339
H 1.3848 0.1175 -2.3104
H -0.1383 -0.3438 -2.2971
H -1.9006 -2.4460 0.3312
H -1.0241 1.0288 2.0062
H 0.5529 1.8792 2.1389
*
```

---

Record 2
Entry from OMol25: a 3-piece molecular cluster, C6H18NO2 overall in a non-equilibrium geometry (ωB97M-V/def2-TZVPD).

Results
Relative energy (zero: lowest compared OMol25 entry of this formula, charge and spin): 98.21 kJ/mol
E_HOMO: -0.4390 hartree
E: -12091.6524 eV

Structure (ORCA input):
```
! wB97M-V def2-TZVPD RIJCOSX def2/J DEFGRID3
* xyz 1 1
C -1.5154 0.4369 0.0669
C -0.5683 -0.3781 -0.8040
C 0.7448 0.2363 -1.0894
C 0.8813 1.2518 -1.9440
C -0.2272 1.9110 -2.7539
C 1.9532 -0.3166 -0.3740
N -2.3993 -0.4429 0.9221
H -2.1425 0.9967 -0.6090
H -0.9673 1.0517 0.7869
H -0.5852 -1.4295 -0.4390
H -1.0976 -0.7598 -1.7021
H 1.8593 1.6515 -2.1692
H 0.2498 2.5782 -3.4669
H -0.8133 1.1945 -3.3492
H -1.0083 2.3953 -2.1666
H 1.6654 -1.2618 0.0999
H 2.3444 0.4300 0.3044
H 2.7603 -0.6861 -1.0123
H -2.8037 0.1284 1.6690
H -3.2944 -0.7472 0.5288
H -1.8866 -1.2680 1.3028
H 0.0510 -1.8040 2.2866
H -0.6528 -3.2778 2.2210
O -0.4668 -2.4262 1.7761
H 2.6721 0.8116 2.9993
H 1.1155 0.5999 3.0478
O 1.9261 0.4041 2.5472
*
```

---

Record 3
Entry from OMol25: an isolated ion of composition C6H18NSi2 and charge +1 in a non-equilibrium geometry (ωB97M-V/def2-TZVPD).

Results
Relative energy (zero: lowest compared OMol25 entry of this formula, charge and spin): 265.93 kJ/mol
E_HOMO: -0.4842 hartree
E: -23748.8588 eV
SMILES: C[SiH](C)[C@@]1(C)[NH2+][C@]1(C)[SiH3]

Structure (ORCA input):
```
! wB97M-V def2-TZVPD RIJCOSX def2/J DEFGRID3
* xyz 1 1
C 1.0973 0.2235 -1.2730
C 0.2005 0.0450 0.3604
C 0.1086 0.2988 -2.3611
C 1.0672 0.3197 1.5288
C -2.1632 1.4805 1.9741
C -2.1027 -1.7643 0.6665
N 0.8140 -1.0301 -0.5251
Si 2.9712 0.7936 -1.2307
Si -1.7442 0.1717 0.4394
H -0.0194 1.2177 -2.9412
H -0.8118 -0.1864 -2.0815
H 0.3430 -0.3644 -3.3179
H 1.1867 1.4219 1.8453
H 2.0516 0.0671 1.4298
H 0.6087 -0.4292 2.2843
H -3.2408 1.6616 1.7305
H -2.0622 0.8763 2.8367
H -1.4472 2.2228 1.8709
H -3.2081 -1.8318 0.8490
H -1.7297 -2.3058 -0.2827
H -1.6369 -2.1260 1.6872
H 0.3133 -1.7151 -1.1056
H 1.5241 -1.5683 0.0404
H 3.5899 1.7671 -0.3413
H 3.3855 0.8446 -2.5956
H 3.3954 -0.5803 -0.7248
H -2.4907 0.4898 -0.7630
*
```

---

Record 4
Entry from OMol25: a 3-piece molecular cluster, C6H18O2 overall in a non-equilibrium geometry (ωB97M-V/def2-TZVPD).

Results
Relative energy (zero: lowest compared OMol25 entry of this formula, charge and spin): 255.56 kJ/mol
E_HOMO: -0.3948 hartree
E: -10606.2996 eV
SMILES: CCC(C)CC.O.O

Structure (ORCA input):
```
! wB97M-V def2-TZVPD RIJCOSX def2/J DEFGRID3
* xyz 0 1
C -0.5521 2.2857 -0.1023
C -0.7159 1.1790 0.9925
C -0.2548 -0.1420 0.6531
C 1.2912 -0.1028 0.4707
C -0.7272 -1.0489 1.7540
C 0.2164 -2.2880 1.8567
H -0.2814 3.3676 0.3563
H 0.1828 1.8616 -0.7937
H -1.4751 2.5118 -0.5706
H -1.8390 1.0306 1.2758
H -0.2584 1.5732 2.0368
H -0.7166 -0.6375 -0.2251
H 1.7642 -1.0826 0.1398
H 1.9635 0.3727 1.3193
H 1.3950 0.4638 -0.5272
H -0.6734 -0.7001 2.8618
H -1.7455 -1.1386 1.5220
H 0.7488 -2.3644 0.9842
H 0.8841 -2.1835 2.8278
H -0.2253 -3.2940 1.6930
H 2.0549 0.6720 -3.4903
H 1.3959 1.1355 -2.0131
O 1.1993 0.8823 -3.0190
H -1.9376 -0.6689 -3.2348
H -0.4767 -0.5201 -3.3355
O -1.2169 -1.1642 -3.4322
*
```

---

Record 5
Entry from OMol25: C6H18O3S3Sn as an isolated structure in a non-equilibrium geometry (ωB97M-V/def2-TZVPD).

Results
Relative energy (zero: lowest compared OMol25 entry of this formula, charge and spin): 589.07 kJ/mol
E_HOMO: -0.5839 hartree
E: -50969.2964 eV

Structure (ORCA input):
```
! wB97M-V def2-TZVPD RIJCOSX def2/J DEFGRID3
* xyz 2 1
Sn -1.6586 -0.2079 -0.0031
C -0.0375 1.1167 -2.3696
S 0.4365 -0.6705 -2.1578
O -0.1579 -1.2866 -0.9166
C -0.4309 -1.4658 -3.5731
H 0.4949 1.6470 -1.5800
H -1.1134 1.2913 -2.3569
H 0.5785 1.4499 -3.2048
H -1.4917 -1.5001 -3.3246
H -0.1162 -2.4799 -3.8198
H -0.2031 -0.7938 -4.4005
C 0.9274 2.7852 -0.5086
S 0.8678 1.4859 0.8254
O -0.1938 0.5391 0.2428
C 2.4837 0.7151 0.3780
H -0.0529 3.2550 -0.5889
H 1.1199 2.3262 -1.4783
H 1.7436 3.4857 -0.3323
H 2.6873 -0.0757 1.0999
H 3.3103 1.4242 0.4230
H 2.4388 0.1768 -0.5688
C -2.2149 -2.0631 2.2322
S -1.7368 -0.4519 3.0048
O -1.4332 0.4836 1.8429
C -0.0573 -0.9594 3.6171
H -2.6814 -2.7640 2.9246
H -1.4490 -2.6593 1.7362
H -2.9883 -1.8811 1.4860
H -0.0663 -1.7714 4.3443
H 0.2647 -0.0664 4.1528
H 0.7301 -1.0847 2.8739
*
```

---

Record 6
Entry from OMol25: the molecule C6H18O3Si3 in a non-equilibrium geometry (ωB97M-V/def2-TZVPD).

Results
Relative energy (zero: lowest compared OMol25 entry of this formula, charge and spin): 240.20 kJ/mol
E_HOMO: -0.3333 hartree
E: -36289.3394 eV
SMILES: CO[C@@H]1[SiH2]C[SiH2]C[Si]1(OC)OC

Structure (ORCA input):
```
! wB97M-V def2-TZVPD RIJCOSX def2/J DEFGRID3
* xyz 0 1
C -0.9245 -2.0357 1.7727
C -1.5884 0.8235 0.5184
C 1.0570 -1.0822 -0.3801
C 0.5278 -1.7227 -2.6198
C 1.4484 2.1679 1.6133
C -0.4223 2.1311 -2.4201
O 0.6052 -2.0874 -1.2661
O 1.1918 1.8390 0.2826
O -0.0324 0.8487 -1.9902
Si -1.8147 -0.3227 2.0731
Si 0.9057 -2.0105 1.3389
Si 0.1924 0.6419 -0.3630
H -1.1642 -2.7756 2.5613
H -1.4071 -2.4928 0.8080
H -2.3715 0.3916 -0.1044
H -1.6483 1.9149 0.8160
H 2.1026 -0.7683 -0.6387
H 1.3285 -1.1091 -2.8809
H -0.2799 -1.1624 -3.1750
H 0.6373 -2.6544 -3.1382
H 2.3998 2.6132 1.6147
H 1.4292 1.2307 2.2547
H 0.8446 3.0769 1.9006
H -0.8747 2.8346 -1.6617
H -1.1332 2.0718 -3.1815
H 0.5327 2.4968 -2.7949
H -3.3535 -0.5064 2.0732
H -1.4286 0.2048 3.3381
H 1.5814 -1.2180 2.4630
H 1.6588 -3.3391 1.1858
*
```

---

Record 7
Entry from OMol25: a 3-piece molecular cluster, C6H18O6 overall in a non-equilibrium geometry (ωB97M-V/def2-TZVPD).

Results
Relative energy (zero: lowest compared OMol25 entry of this formula, charge and spin): 372.26 kJ/mol
⟨S²⟩: 0.757
E_HOMO (alpha / beta): -0.4700 / -0.4692 hartree
E: -18786.7425 eV

Structure (ORCA input):
```
! wB97M-V def2-TZVPD RIJCOSX def2/J DEFGRID3
* xyz 1 2
C -3.8585 1.8091 -1.3726
C -4.3655 0.4820 -1.7746
O -3.4047 -0.5363 -1.4451
O -3.2340 1.8556 -0.0979
H -4.7230 2.4717 -1.3290
H -3.2621 2.2520 -2.1703
H -4.7053 0.4791 -2.8103
H -5.2820 0.3475 -1.2001
H -2.7847 -0.1500 -0.8222
H -3.3496 2.7376 0.2631
C 0.2197 -1.8609 0.3082
C 0.2455 -1.3035 1.8544
O -0.8196 -0.3406 2.0560
O 0.3081 -0.7774 -0.6048
H -0.7530 -2.2974 0.0812
H 1.0275 -2.5445 0.0469
H 1.2765 -0.9852 2.0089
H 0.0551 -2.1482 2.5164
H -1.0180 0.0619 1.2073
H 1.1397 -0.3044 -0.5250
C 3.4588 0.7884 0.6762
C 4.0090 -0.5756 0.0953
O 4.8685 -1.1718 0.9970
O 2.2789 1.2283 0.0113
H 4.2958 1.4857 0.6408
H 3.3199 0.5739 1.7359
H 4.5357 -0.4918 -0.8553
H 3.1904 -1.2631 -0.1177
H 5.1422 -2.0064 0.6096
H 2.1888 2.1840 0.0164
*
```

---

Record 8
Entry from OMol25: C6H18O6Tl as an isolated structure in a non-equilibrium geometry (ωB97M-V/def2-TZVPD).

Results
Relative energy (zero: lowest compared OMol25 entry of this formula, charge and spin): 292.00 kJ/mol
E_HOMO: -0.7562 hartree
E: -23454.3396 eV

Structure (ORCA input):
```
! wB97M-V def2-TZVPD RIJCOSX def2/J DEFGRID3
* xyz 3 1
Tl -0.7285 0.0461 -0.0995
C 2.8154 0.6309 -1.2804
C 2.5237 2.0023 -0.7725
O 1.4056 2.0382 0.1015
O 1.6826 0.1466 -2.0058
H 3.1911 -0.0696 -0.5346
H 3.7139 0.7970 -1.8747
H 2.4959 2.6895 -1.6181
H 3.2432 2.4132 -0.0643
H 1.4422 2.9397 0.4294
H 1.8710 -0.6912 -2.4349
C -3.9279 -1.6723 -1.6440
C -4.3950 -0.2540 -1.2505
O -3.4902 0.7754 -1.3329
O -2.7236 -1.9278 -0.9615
H -3.7736 -1.6951 -2.7228
H -4.6252 -2.4484 -1.3285
H -4.7089 -0.1284 -0.2143
H -5.3134 -0.0297 -1.7931
H -3.8703 1.4628 -1.8848
H -2.2758 -2.6686 -1.3766
C 1.7092 -1.2682 2.4077
C 1.5666 0.2536 2.8227
O 0.1959 0.7354 2.7503
O 1.5430 -1.3609 0.9756
H 1.0680 -1.9679 2.9438
H 2.7360 -1.5389 2.6537
H 2.3975 0.7562 2.3276
H 1.8578 0.3257 3.8705
H 0.0568 1.5671 3.2092
H 2.3169 -1.8585 0.7016
*
```

---

Record 9
Entry from OMol25: C6H19BNO2Rb as an isolated structure in a non-equilibrium geometry (ωB97M-V/def2-TZVPD).

Results
Relative energy (zero: lowest compared OMol25 entry of this formula, charge and spin): 112.65 kJ/mol
E_HOMO: -0.2618 hartree
E: -13441.8250 eV

Structure (ORCA input):
```
! wB97M-V def2-TZVPD RIJCOSX def2/J DEFGRID3
* xyz 0 1
Rb 16.1752 -2.9075 -4.9270
B 16.0018 -0.5087 -8.5287
H 16.4986 0.1348 -9.2381
H 16.2934 -0.2777 -7.5158
H 14.9336 -0.3764 -8.6032
H 16.3161 -1.5135 -8.7651
C 15.5017 -2.2537 -0.1834
O 16.3875 -2.9230 -1.0889
C 17.2892 -3.8327 -0.3435
C 18.2155 -4.5720 -1.3068
N 17.4617 -5.4260 -2.2567
C 18.3117 -6.3323 -3.0488
C 17.5021 -7.1100 -4.1444
O 17.0139 -6.1916 -5.1580
C 16.7242 -6.7630 -6.4287
H 14.7806 -2.9748 0.2013
H 14.9583 -1.5148 -0.7724
H 16.0226 -1.7753 0.6460
H 16.6946 -4.5921 0.1644
H 17.7604 -3.2643 0.4584
H 19.0101 -5.1006 -0.7802
H 18.7942 -3.8638 -1.8998
H 16.6078 -5.7859 -1.8550
H 18.8137 -6.9613 -2.3137
H 19.1504 -5.8762 -3.5748
H 16.6742 -7.5788 -3.6126
H 18.1898 -7.7718 -4.6709
H 17.5662 -7.3053 -6.8588
H 16.4754 -5.9831 -7.1484
H 15.9256 -7.4837 -6.2530
*
```

---

Record 10
Entry from OMol25: C6H19BrN5O3Y as an isolated structure in a non-equilibrium geometry (ωB97M-V/def2-TZVPD).

Results
Relative energy (zero: lowest compared OMol25 entry of this formula, charge and spin): 756.46 kJ/mol
E_HOMO: -0.4861 hartree
E: -91186.4440 eV

Structure (ORCA input):
```
! wB97M-V def2-TZVPD RIJCOSX def2/J DEFGRID3
* xyz 2 1
Y -3.6646 -3.3472 -2.3616
Br -0.1613 -1.6392 -2.1950
C -3.3183 -1.6163 2.2048
O -3.4760 -2.1135 1.1137
N -2.1812 -1.0365 2.4009
N -4.1084 -1.5842 3.2120
H -1.5752 -0.8393 1.6173
H -2.0214 -0.6651 3.3264
H -5.0111 -2.0358 3.1749
H -3.8244 -1.1564 4.0817
C -2.8293 -1.2203 -6.8361
O -3.2859 -1.8384 -5.8637
N -1.6150 -0.8272 -6.9940
N -3.4936 -0.9369 -7.9143
H -0.9295 -0.9097 -6.2569
H -1.4198 -0.4584 -7.9138
H -3.0207 -0.7248 -8.7811
H -4.4816 -1.1127 -7.7996
C 3.1399 -0.5707 1.9428
C 2.6813 0.8687 1.6299
C 3.2064 1.9887 2.6312
O 2.4297 2.1021 3.8216
C 2.8954 3.1544 4.6664
N 3.0542 1.0051 0.2776
H 4.2270 -0.5693 1.8643
H 2.7131 -1.2270 1.1843
H 2.9191 -0.8371 2.9764
H 1.5968 0.8590 1.5212
H 3.1035 2.9258 2.0840
H 4.2528 1.7668 2.8405
H 3.7039 2.7804 5.2945
H 2.0001 3.4859 5.1925
H 3.3119 3.9717 4.0777
H 2.7972 1.9361 -0.0176
H 2.3849 0.4212 -0.2032
*
```

---

Record 11
Entry from OMol25: a 2-piece molecular cluster, C6H19N2O overall in a non-equilibrium geometry (ωB97M-V/def2-TZVPD).

Results
Relative energy (zero: lowest compared OMol25 entry of this formula, charge and spin): 315.29 kJ/mol
E_HOMO: -0.4543 hartree
E: -11548.9754 eV

Structure (ORCA input):
```
! wB97M-V def2-TZVPD RIJCOSX def2/J DEFGRID3
* xyz 1 1
N 0.2039 -0.6180 1.8336
C -1.2253 -0.3676 1.0956
C -1.8364 0.6731 2.1050
C -1.0885 0.5521 -0.2571
N -0.9767 -0.3624 -1.4595
C 0.1874 -1.2687 -1.5042
C 1.6886 -0.5697 -1.4902
C -0.8134 0.5335 -2.6315
H 0.4853 0.2669 2.3410
H 0.9755 -0.7178 1.1120
H 0.1715 -1.3148 2.5711
H -1.7221 -1.2729 0.9370
H -2.9027 0.5131 2.2016
H -1.5084 0.6527 3.1610
H -1.6155 1.7523 1.8519
H -0.1876 1.2226 -0.1698
H -1.9731 1.1156 -0.2254
H 0.0169 -1.9341 -2.4242
H -0.0069 -1.9719 -0.5985
H 2.3060 -1.0798 -2.2876
H 1.6752 0.6175 -1.6760
H 2.3135 -0.7067 -0.6516
H -0.0259 1.2541 -2.5732
H -1.7972 1.2188 -2.6246
H -0.8790 -0.0975 -3.5578
H 2.8483 1.2802 2.0849
H 3.1620 0.0442 1.3221
O 2.5245 0.5853 1.5145
*
```

---

Record 12
Entry from OMol25: a 4-piece molecular cluster, C6H19NO3 overall in a non-equilibrium geometry (ωB97M-V/def2-TZVPD).

Results
Relative energy (zero: lowest compared OMol25 entry of this formula, charge and spin): 367.15 kJ/mol
E_HOMO: -0.3193 hartree
E: -14159.2759 eV
SMILES: C=C(CC)CCN.O.O.O

Structure (ORCA input):
```
! wB97M-V def2-TZVPD RIJCOSX def2/J DEFGRID3
* xyz 0 1
C 0.6752 0.4236 -1.1702
C -0.0799 -0.9886 -0.8984
C -0.9961 -0.8725 0.1625
C -1.1631 -1.7992 1.1527
C -2.0106 0.2844 0.1135
C -2.2524 1.0155 1.4517
N 1.8943 0.6740 -0.3764
H 0.0083 1.4224 -1.2822
H 0.9841 0.4426 -2.3165
H -0.6166 -1.2193 -1.8028
H 0.6284 -1.7582 -0.6252
H -0.4817 -2.6549 1.1444
H -1.9556 -1.8681 1.8358
H -3.0620 -0.1720 -0.3336
H -1.6130 1.0169 -0.7001
H -1.4065 1.7138 1.6674
H -3.0333 1.7890 1.1892
H -2.6263 0.2385 2.1840
H 2.1880 -0.1717 0.1250
H 1.9233 1.5836 0.0448
H 3.2674 -2.3145 -1.4592
H 4.3015 -1.2906 -1.1173
O 3.8019 -2.0643 -0.8302
H 1.4763 -1.1235 2.3194
H 1.3885 -1.6494 0.9160
O 1.5003 -1.9814 1.8055
H -1.2165 4.4118 -1.4747
H -0.2856 3.3868 -0.8390
O -1.2383 3.5257 -0.8859
*
```

---

Q: Which of these has the lowest E?
A: C6H19BrN5O3Y

---

Repeat the eleventh record exactly.
Entry from OMol25: a 2-piece molecular cluster, C6H19N2O overall in a non-equilibrium geometry (ωB97M-V/def2-TZVPD).

Results
Relative energy (zero: lowest compared OMol25 entry of this formula, charge and spin): 315.29 kJ/mol
E_HOMO: -0.4543 hartree
E: -11548.9754 eV

Structure (ORCA input):
```
! wB97M-V def2-TZVPD RIJCOSX def2/J DEFGRID3
* xyz 1 1
N 0.2039 -0.6180 1.8336
C -1.2253 -0.3676 1.0956
C -1.8364 0.6731 2.1050
C -1.0885 0.5521 -0.2571
N -0.9767 -0.3624 -1.4595
C 0.1874 -1.2687 -1.5042
C 1.6886 -0.5697 -1.4902
C -0.8134 0.5335 -2.6315
H 0.4853 0.2669 2.3410
H 0.9755 -0.7178 1.1120
H 0.1715 -1.3148 2.5711
H -1.7221 -1.2729 0.9370
H -2.9027 0.5131 2.2016
H -1.5084 0.6527 3.1610
H -1.6155 1.7523 1.8519
H -0.1876 1.2226 -0.1698
H -1.9731 1.1156 -0.2254
H 0.0169 -1.9341 -2.4242
H -0.0069 -1.9719 -0.5985
H 2.3060 -1.0798 -2.2876
H 1.6752 0.6175 -1.6760
H 2.3135 -0.7067 -0.6516
H -0.0259 1.2541 -2.5732
H -1.7972 1.2188 -2.6246
H -0.8790 -0.0975 -3.5578
H 2.8483 1.2802 2.0849
H 3.1620 0.0442 1.3221
O 2.5245 0.5853 1.5145
*
```

---

Q: What is the formula in the sixth record?
A: C6H18O3Si3

---

Q: E of number 3 (C6H18NSi2)?
A: -23748.8588 eV